The following is a DFT calculation (ωB97M-V/def2-TZVPD) of a molecular structure, C48H52BiN9O2PS2.

Properties
Electronic energy ... -3855.76902 Eh
HOMO ... -9.6 eV
Lowest unoccupied orbital energy ... -0.1122 Eh
Total charge ... +1
Relative energy (zero: lowest compared OMol25 entry of this formula, charge and spin) ... 0.0 kcal/mol

Last column: Mulliken charge in e.
Geometry (Å):
Bi  -0.4773  0.2494  0.1340  1.80
S  -2.4840  0.4219  1.7749  -0.55
S  -0.3124  -0.7994  4.2678  -0.52
P  -2.1190  -0.3334  3.7054  1.62
O  -4.7128  -6.6737  -10.0443  -0.42
O  -0.7791  -1.8856  -0.0590  -0.75
N  1.6426  1.6235  -1.3288  0.77
N  -2.4710  -3.7398  -5.0236  0.14
N  -3.0880  -4.8135  -5.1053  -0.53
N  2.9977  -0.7542  2.0656  0.62
N  -1.4723  -0.1135  -2.0342  -0.22
N  2.8595  0.2605  -2.7309  0.05
N  3.7016  2.3673  -2.2664  0.34
N  3.4068  1.3605  2.8824  0.31
N  1.5803  0.9718  1.4075  1.10
C  -0.3474  4.6636  2.0278  -1.18
C  -1.9576  -1.9180  -3.5606  0.62
C  4.2691  -1.1814  2.6300  -1.18
C  -2.7900  2.1028  6.8888  -0.75
C  0.7676  3.7566  -1.9181  -0.62
C  -4.2049  1.2767  4.6386  -0.36
C  -4.2232  -6.1880  -8.8903  0.80
C  3.6865  2.7128  2.4387  -0.65
C  0.7330  3.1108  0.4443  0.90
C  -4.3435  -6.0340  -11.2547  -0.83
C  -4.2346  -6.3705  -6.4899  -0.20
C  -4.0589  -3.8372  2.9158  -0.59
C  1.1027  2.8460  -0.9357  -0.82
C  -4.1191  2.4637  6.7265  -0.42
C  -0.0975  3.8130  3.0620  -1.17
C  2.2395  -1.8538  1.5070  -0.92
C  -3.1852  -1.7983  3.8256  0.24
C  1.6993  -0.5987  -2.8643  -0.54
C  -1.7230  0.7703  -2.9785  -0.30
C  -3.3858  -5.2620  -6.3890  0.03
C  -3.3413  -5.1058  -8.7996  -0.53
C  0.0470  4.3422  0.7115  1.37
C  -3.6342  -2.1633  5.0930  -0.60
C  3.3940  1.2080  4.3329  -1.03
C  2.5796  0.5319  2.1248  -0.99
C  2.6919  1.4616  -2.0642  0.15
C  -1.7763  -4.1722  -2.7186  -0.48
C  -4.8207  2.0651  5.5962  -0.70
C  1.0254  2.2544  1.5798  -0.39
C  -2.8779  0.8928  4.8148  0.05
C  -1.5536  -1.4456  -2.2884  0.38
C  -4.5157  -4.2000  4.1743  -0.48
C  -2.1644  1.3186  5.9299  -0.29
C  0.0895  4.9460  -1.6240  -1.03
C  -2.1948  -0.9560  -4.5595  -0.48
C  -0.2621  5.2342  -0.3406  -1.14
C  -2.9303  -4.6539  -7.5640  -0.36
C  -2.0659  0.3833  -4.2771  -0.93
C  3.9111  3.5272  -1.4246  -0.56
C  -4.3016  -3.3645  5.2626  -0.68
C  -3.3863  -2.6378  2.7375  -0.22
C  -2.1068  -3.3203  -3.7593  -0.26
C  -1.3081  -3.6966  -1.4936  -1.23
C  4.4446  2.4051  -3.5178  -1.27
C  -1.2011  -2.3408  -1.2438  0.55
C  -4.6489  -6.8225  -7.7197  -0.68
C  0.5837  2.6140  2.8351  -0.49
C  4.1110  -0.4699  -2.5753  -1.09
H  0.8611  -0.0231  -3.2554  0.17
H  -0.7908  6.1505  -0.1118  0.47
H  -4.6534  -3.6532  6.2443  0.40
H  2.6762  -2.1783  0.5581  0.22
H  -0.1545  5.6313  -2.4257  0.43
H  -2.2412  2.4101  7.7694  0.43
H  4.0237  1.6956  -4.2233  0.40
H  -2.4814  -1.2856  -5.5485  0.55
H  2.2564  -2.6953  2.1998  0.45
H  5.5025  2.1767  -3.3647  0.35
H  3.4407  3.3899  -0.4575  -0.22
H  4.3836  -0.9484  -3.5169  0.28
H  -2.2319  1.1369  -5.0331  0.46
H  -0.8667  5.5978  2.2004  0.43
H  -1.6480  1.8146  -2.6930  0.48
H  -4.6473  -4.9845  -11.2529  0.35
H  -2.9755  -4.6186  -9.6918  0.38
H  -4.2265  -4.4915  2.0701  0.43
H  -5.8550  2.3582  5.4734  0.41
H  -3.2667  -6.0995  -11.4272  0.34
H  -2.2641  -3.8065  -7.4875  0.39
H  4.1320  -1.6700  3.5985  0.34
H  1.2050  -1.5892  1.3573  0.03
H  1.9362  -1.3968  -3.5670  0.41
H  4.7296  -1.8975  1.9473  0.41
H  4.6809  2.9831  2.8004  0.42
H  -3.4557  -1.5092  5.9377  0.41
H  -1.0588  -4.3870  -0.6983  0.55
H  0.7534  1.9297  3.6562  0.72
H  1.0264  3.5267  -2.9452  0.55
H  4.9839  3.6644  -1.2727  0.44
H  -1.1334  1.0125  6.0475  0.37
H  4.3760  3.4080  -3.9469  0.38
H  2.9717  3.4550  2.8068  0.20
H  4.4052  1.3293  4.7281  0.28
H  3.0075  0.2301  4.6074  0.34
H  3.6994  2.7374  1.3519  -0.07
H  -5.0420  -5.1360  4.3075  0.38
H  -4.6160  3.0470  7.4907  0.40
H  4.9129  0.1961  -2.2710  0.42
H  4.9374  -0.3351  2.7444  0.36
H  2.7495  1.9677  4.7898  0.34
H  1.3988  -1.0513  -1.9124  0.00
H  -3.0176  -2.3470  1.7614  0.18
H  -4.7426  0.9524  3.7555  0.39
H  4.0087  -1.2460  -1.8079  0.28
H  -4.5806  -6.8467  -5.5820  0.43
H  -0.4368  4.0473  4.0628  0.51
H  3.5044  4.4383  -1.8731  0.32
H  -1.8737  -5.2355  -2.8946  0.52
H  -5.3130  -7.6716  -7.8112  0.41
H  -4.8666  -6.5593  -12.0476  0.23